No. 1
A molecular structure, C40H38Cl2HgN3O3S2, computed with ωB97M-V with the def2-TZVPD basis set.

```
! wB97M-V def2-TZVPD RIJCOSX def2/J DEFGRID3
* xyz -2 2
Hg -0.515 0.054 0.054
C 0.409 3.948 4.085
C 0.088 3.533 2.642
C -0.087 4.779 1.779
C 1.147 2.577 2.126
C 1.354 1.366 2.792
C 2.361 0.499 2.412
C 3.186 0.792 1.330
C 4.268 -0.160 0.909
C 2.948 1.968 0.635
C 1.948 2.850 1.027
H -0.361 4.624 4.467
H 1.373 4.462 4.123
H 0.458 3.082 4.745
H -0.864 2.992 2.640
H 0.839 5.359 1.734
H -0.869 5.414 2.202
H -0.393 4.496 0.772
H 0.717 1.102 3.629
H 2.499 -0.433 2.950
H 3.829 -0.983 0.340
H 4.774 -0.588 1.778
H 5.006 0.335 0.276
H 3.545 2.200 -0.241
H 1.793 3.749 0.446
C 1.126 -0.122 -4.246
C 0.942 -0.408 -2.771
N 0.156 0.399 -2.029
N -0.497 1.402 -2.645
C -1.314 2.154 -1.958
S -1.655 2.181 -0.236
S -2.213 3.329 -2.922
C -2.943 2.176 -4.186
C -3.862 1.180 -3.577
C -5.205 1.480 -3.344
C -6.063 0.530 -2.817
C -5.592 -0.740 -2.501
C -4.247 -1.030 -2.679
C -3.390 -0.080 -3.211
C 1.606 -1.561 -2.215
C 2.239 -2.460 -3.113
C 2.919 -3.598 -2.711
C 3.024 -3.893 -1.358
C 2.417 -3.049 -0.438
C 1.681 -1.900 -0.800
O 1.173 -1.201 0.184
H 0.730 0.863 -4.471
H 0.590 -0.859 -4.857
H 2.185 -0.161 -4.516
H -2.085 1.709 -4.663
H -3.451 2.851 -4.876
H -5.569 2.475 -3.576
H -7.104 0.777 -2.642
H -6.265 -1.487 -2.098
H -3.857 -1.999 -2.394
H -2.337 -0.309 -3.330
H 2.176 -2.272 -4.177
H 3.363 -4.247 -3.460
H 3.575 -4.769 -1.027
H 2.473 -3.252 0.626
Cl -0.604 -5.652 0.317
C 0.192 -4.934 1.677
C 1.481 -5.318 1.976
C 2.138 -4.731 3.046
C 1.514 -3.718 3.756
C 0.226 -3.329 3.436
Cl -0.424 -1.948 4.251
C -0.512 -3.970 2.423
N -1.833 -3.709 2.098
C -2.886 -3.440 2.966
C -2.904 -3.977 4.257
C -3.991 -3.780 5.090
C -5.083 -3.047 4.651
C -5.064 -2.506 3.372
C -3.990 -2.694 2.514
C -3.996 -2.121 1.125
C -2.671 -1.424 0.762
O -2.100 -0.752 1.658
O -2.235 -1.584 -0.407
H 1.965 -6.068 1.367
H 3.145 -5.035 3.299
H 2.038 -3.197 4.546
H -2.006 -3.588 1.110
H -2.053 -4.553 4.595
H -3.985 -4.209 6.085
H -5.938 -2.890 5.297
H -5.900 -1.908 3.027
H -4.779 -1.368 1.019
H -4.179 -2.899 0.379
*
```

Output
HOMO level (spin up / spin down) = 1.175 / -1.174 eV
⟨S²⟩ = 0.797
Gap between HOMO and LUMO (spin up / spin down) = 0.114 / 0.200 hartree
Electronic energy = -103601.48463 eV
F_max = 1.02 eV/Å
ΔE to the lowest compared entry with this formula, charge and spin = 0.0000 eV

Mulliken atomic charge list, values in e, 5 entries: number 1, Hg, carries 2.928; number 2, C, carries -1.541; number 3, C, carries 1.100; number 4, C, carries -1.745; number 5, C, carries 0.291



No. 2
10 unconnected molecules or ions with the total composition C3H25NO10, computed with ωB97M-V with the def2-TZVPD basis set.

```
! wB97M-V def2-TZVPD RIJCOSX def2/J DEFGRID3
* xyz 0 1
C 0.287 0.292 0.227
C 1.107 -0.320 -0.907
C 0.425 -0.168 -2.272
O -0.661 0.322 -2.435
N 1.107 1.287 0.949
H -0.076 -0.500 0.875
H -0.608 0.765 -0.178
H 1.319 -1.386 -0.795
H 2.008 0.308 -0.961
H 0.950 -0.646 -3.098
H 2.100 1.085 0.942
H 0.792 1.444 1.889
H -2.877 -0.306 0.718
H -2.398 0.913 1.415
O -2.632 -0.025 1.624
H -1.918 2.569 -0.273
H -3.410 2.681 0.403
O -2.509 2.376 0.481
H -0.151 3.192 -1.506
H -1.182 2.283 -2.290
O -1.090 3.030 -1.695
H 3.140 -1.109 0.703
H 4.329 -1.441 -0.103
O 4.023 -0.765 0.513
H -0.849 -1.109 3.661
H -1.646 -0.985 2.294
O -0.803 -1.374 2.739
H 0.575 -2.554 1.716
H -0.289 -3.794 1.801
O 0.534 -3.477 1.413
H 0.462 -3.193 -0.319
H 0.345 -3.610 -1.827
O 0.400 -2.856 -1.235
H 2.182 4.054 -0.405
H 1.071 3.170 0.097
O 1.395 3.601 -0.726
H -1.511 -1.961 -0.949
H -1.795 -0.558 -1.539
O -2.147 -1.235 -0.950
*
```

Output
HOMO level = -9.462 eV
Gap between HOMO and LUMO = 0.359 hartree
Electronic energy = -25482.22803 eV
F_max = 1.83 eV/Å
ΔE to the lowest compared entry with this formula, charge and spin = 1.6296 eV

Mulliken atomic charge list, values in e, 5 entries: number 1, C, carries 1.901; number 2, C, carries -0.778; number 3, C, carries -0.252; number 4, O, carries -0.607; number 5, N, carries -0.618



No. 3
A single C3H2O3S molecule, computed with ωB97M-V with the def2-TZVPD basis set.

```
! wB97M-V def2-TZVPD RIJCOSX def2/J DEFGRID3
* xyz 0 1
C -1.278 0.086 -0.035
C -0.667 1.404 0.000
C 1.299 0.057 0.037
H -1.053 1.783 0.939
H -1.047 2.248 -0.703
O -2.423 -0.290 0.151
O 0.789 1.315 -0.147
O 2.429 -0.223 0.180
S -0.024 -1.233 -0.108
*
```

Output
HOMO level = -10.484 eV
Gap between HOMO and LUMO = 0.394 hartree
Electronic energy = -20120.49410 eV
F_max = 4.59 eV/Å
ΔE to the lowest compared entry with this formula, charge and spin = 1.0005 eV

Mulliken atomic charge list, values in e, 5 entries: number 1, C, carries 0.524; number 2, C, carries -0.265; number 3, C, carries 0.595; number 4, H, carries 0.229; number 5, H, carries 0.284



Please write out number 3 again, unchanged.
A single C3H2O3S molecule, computed with ωB97M-V with the def2-TZVPD basis set.

```
! wB97M-V def2-TZVPD RIJCOSX def2/J DEFGRID3
* xyz 0 1
C -1.278 0.086 -0.035
C -0.667 1.404 0.000
C 1.299 0.057 0.037
H -1.053 1.783 0.939
H -1.047 2.248 -0.703
O -2.423 -0.290 0.151
O 0.789 1.315 -0.147
O 2.429 -0.223 0.180
S -0.024 -1.233 -0.108
*
```

Output
HOMO level = -10.484 eV
Gap between HOMO and LUMO = 0.394 hartree
Electronic energy = -20120.49410 eV
F_max = 4.59 eV/Å
ΔE to the lowest compared entry with this formula, charge and spin = 1.0005 eV

Mulliken atomic charge list, values in e, 5 entries: number 1, C, carries 0.524; number 2, C, carries -0.265; number 3, C, carries 0.595; number 4, H, carries 0.229; number 5, H, carries 0.284



> Which of these has the lowest F_max?

C40H38Cl2HgN3O3S2